(1)
{"formula": "C3H7NO2", "method": "wB97M-V/def2-TZVPD", "homo_ev": -9.63, "charge": 0, "fmax_ha_per_bohr": 0.07451, "homo_lumo_gap_ha": 0.2246, "total_energy_ev": -8803.61852, "elements": ["C", "N", "C", "O", "O", "C", "H", "H", "H", "H", "H", "H", "H"], "positions_angstrom": [[0.071, 0.491, -0.454], [0.731, -0.290, 0.565], [0.492, -2.140, 0.082], [-0.742, -2.030, 0.310], [1.011, -2.079, -1.053], [-0.681, 1.708, 0.069], [0.705, 0.730, -1.317], [-0.666, -0.177, -0.907], [0.741, 0.361, 1.370], [1.129, -2.589, 0.863], [-0.025, 2.474, 0.450], [-1.475, 1.416, 0.763], [-1.291, 2.126, -0.741]], "forces_ev_per_angstrom": [[-1.1, 0.1, 0.3], [-0.9, 1.6, -0.5], [2.5, -2.6, -1.3], [-0.7, 1.6, 0.7], [-0.6, -0.1, 0.0], [-0.8, -0.2, -0.8], [0.5, -0.2, 0.3], [0.2, -0.2, -0.2], [0.0, -0.5, 0.4], [-0.2, 0.2, 0.3], [0.1, 0.3, 0.3], [0.5, -0.1, 0.4], [0.5, 0.2, -0.1]]}

***

(2)
{"formula": "C4H11S", "method": "wB97M-V/def2-TZVPD", "homo_ev": -2.74, "charge": -1, "fmax_ha_per_bohr": 0.04669, "homo_lumo_gap_ha": 0.2550, "total_energy_ev": -15162.41826, "elements": ["C", "C", "C", "C", "H", "H", "H", "H", "H", "H", "H", "H", "H", "H", "S", "H"], "positions_angstrom": [[1.434, -0.080, -0.541], [0.489, -0.390, 0.651], [-0.212, 0.861, 1.201], [-0.660, -1.349, 0.250], [1.916, -0.909, -0.980], [0.809, 0.396, -1.352], [2.264, 0.615, -0.192], [1.105, -0.891, 1.504], [-0.828, 0.589, 2.071], [-0.903, 1.259, 0.448], [0.485, 1.692, 1.552], [-0.233, -2.283, -0.082], [-1.315, -1.572, 1.114], [-1.247, -0.840, -0.550], [-1.298, 1.316, -1.936], [-1.806, 1.587, -3.159]], "forces_ev_per_angstrom": [[-0.7, 2.2, 0.7], [0.5, -0.8, 1.0], [0.7, 0.8, 0.6], [0.2, 0.7, 0.1], [0.5, -1.4, -0.3], [0.8, -0.2, 0.8], [-1.0, -0.5, -0.5], [-0.9, 0.8, -1.2], [0.2, 0.0, -0.1], [0.3, 0.1, 0.2], [-0.7, -1.0, -0.6], [0.0, -0.4, -0.4], [0.2, 0.2, -0.3], [0.3, -0.6, 0.4], [-0.5, 0.4, -0.7], [0.0, 0.0, 0.2]]}